A molecular structure, C23H43N2O2P3Y at a distorted geometry. Source: the Open Molecules 2025 dataset; level of theory: ωB97M-V/def2-TZVPD.

Each line ends with the Mulliken charge.
CARTESIAN COORDINATES (ANGSTROEM)
Y (0.121, -0.136, -1.425)  -0.026
P (-1.995, -1.166, -2.680)  1.445
P (-0.913, -2.094, 0.788)  1.078
P (1.692, 2.003, -2.758)  0.985
H (2.757, -2.693, 1.012)  0.415
C (3.422, -1.832, 0.938)  -0.433
C (3.703, -0.960, 1.924)  -0.670
H (3.389, -1.108, 2.961)  0.327
C (-2.046, -2.710, -3.633)  -1.345
C (-3.490, -1.115, -1.638)  -1.220
C (-2.407, 0.049, -3.970)  -1.300
C (0.063, -2.325, 2.324)  -1.254
C (-2.426, -1.407, 1.596)  -1.274
C (-1.486, -3.833, 0.540)  -1.561
C (3.053, 2.596, -1.668)  -1.302
C (0.684, 3.542, -2.625)  -1.294
C (2.483, 2.177, -4.413)  -1.237
H (3.750, -1.629, -0.084)  0.179
H (4.136, 0.015, 1.660)  0.300
H (-2.898, -2.717, -4.326)  0.537
H (-2.100, -3.563, -2.941)  0.298
H (-1.122, -2.783, -4.222)  0.440
H (-4.371, -1.245, -2.279)  0.524
H (-3.564, -0.141, -1.126)  0.298
H (-3.469, -1.934, -0.905)  0.280
H (-3.097, -0.414, -4.686)  0.474
H (-1.483, 0.326, -4.498)  0.367
H (-2.880, 0.934, -3.527)  0.406
H (-0.146, -3.314, 2.762)  0.516
H (-0.216, -1.529, 3.027)  0.457
H (1.141, -2.247, 2.140)  -0.101
H (-3.092, -2.228, 1.904)  0.453
H (-2.972, -0.736, 0.921)  0.185
H (-2.134, -0.827, 2.482)  0.465
H (-2.018, -4.195, 1.433)  0.541
H (-0.633, -4.499, 0.342)  0.473
H (-2.172, -3.893, -0.316)  0.365
H (3.798, 3.180, -2.227)  0.411
H (3.541, 1.729, -1.203)  0.337
H (2.614, 3.230, -0.888)  0.399
H (1.132, 4.401, -3.155)  0.399
H (0.604, 3.763, -1.552)  0.371
H (-0.321, 3.371, -3.035)  0.352
H (3.166, 3.039, -4.496)  0.458
H (1.716, 2.266, -5.193)  0.389
H (3.052, 1.255, -4.604)  0.338
C (2.016, -2.403, -3.000)  0.885
C (1.408, -3.315, -3.859)  -0.643
C (2.027, -3.544, -5.100)  -0.715
C (3.264, -2.952, -5.394)  -0.629
C (3.874, -2.103, -4.451)  -0.785
C (3.214, -1.780, -3.259)  -0.501
O (1.423, -1.925, -1.760)  -0.063
H (0.823, -2.588, -1.335)  0.121
H (0.483, -3.821, -3.571)  0.854
H (1.598, -4.230, -5.825)  0.458
H (3.789, -3.162, -6.342)  0.421
H (4.870, -1.687, -4.600)  0.475
H (3.554, -1.067, -2.513)  0.510
N (-1.408, 2.902, 4.760)  -0.293
C (-0.748, 1.974, 3.996)  0.298
O (-0.009, 1.120, 4.488)  -0.565
C (-1.039, 2.077, 2.531)  0.893
C (-1.995, 2.929, 1.937)  -0.447
C (-2.245, 2.817, 0.578)  -1.541
C (-1.498, 1.921, -0.192)  -0.107
N (-0.443, 1.251, 0.343)  0.353
C (-0.243, 1.296, 1.691)  -0.876
H (-1.296, 2.887, 5.755)  0.262
H (-1.930, 3.669, 4.364)  0.110
H (-2.526, 3.692, 2.519)  0.369
H (-3.029, 3.382, 0.083)  0.536
H (-1.748, 1.764, -1.258)  0.599
H (0.571, 0.683, 2.077)  0.771

The charge is +3. As for the relative energy (zero: lowest compared OMol25 entry of this formula, charge and spin): 0.00 kcal per mole. For the total energy, the calculation gives -60509.72041 eV. The spin multiplicity is 1.

=====

8 unconnected molecules or ions with the total composition C23H43N4O15 at a distorted geometry. Source: the Open Molecules 2025 dataset; level of theory: ωB97M-V/def2-TZVPD.

Each line ends with the Mulliken charge.
CARTESIAN COORDINATES (ANGSTROEM)
C (2.227, 1.120, -2.520)  -0.702
C (0.791, 0.724, -2.193)  0.521
O (0.718, -0.356, -1.600)  -0.713
O (-0.179, 1.452, -2.410)  -0.747
H (2.759, 1.301, -1.586)  0.163
H (2.123, 2.051, -3.078)  0.252
H (2.746, 0.328, -3.060)  0.227
C (-0.550, -1.024, 4.405)  -0.292
C (0.640, -0.170, 4.360)  -0.262
O (0.847, 0.086, 5.753)  -0.294
C (0.204, -0.868, 6.418)  0.690
O (0.360, -1.083, 7.622)  -0.615
O (-0.618, -1.560, 5.718)  -0.291
H (-0.308, -1.807, 3.687)  0.269
H (-1.475, -0.506, 4.155)  0.269
H (0.434, 0.732, 3.783)  0.277
H (1.442, -0.617, 3.772)  0.248
C (3.136, 6.105, 1.645)  -0.342
C (2.674, 6.956, 2.848)  -0.231
O (3.569, 6.440, 3.824)  -0.338
C (4.730, 5.954, 3.195)  0.689
O (5.684, 5.623, 3.889)  -0.578
O (4.510, 5.768, 1.977)  -0.292
H (3.251, 6.465, 0.622)  0.263
H (2.596, 5.158, 1.638)  0.265
H (1.603, 6.855, 3.026)  0.310
H (3.023, 7.966, 2.634)  0.255
C (-4.291, 1.243, -7.775)  -0.302
C (-5.407, 1.271, -6.732)  -0.192
O (-6.440, 1.685, -7.526)  -0.323
C (-5.994, 2.437, -8.479)  0.722
O (-6.639, 3.304, -8.997)  -0.554
O (-4.720, 2.132, -8.696)  -0.330
H (-4.154, 0.335, -8.362)  0.233
H (-3.265, 1.458, -7.473)  0.284
H (-5.315, 2.001, -5.928)  0.241
H (-5.650, 0.343, -6.216)  0.222
C (-4.795, -4.325, -3.389)  -0.889
C (-5.591, -4.149, -2.075)  0.582
O (-6.493, -4.881, -1.922)  -0.574
N (-5.310, -3.159, -1.207)  -0.231
C (-6.049, -2.920, 0.012)  -0.822
H (-5.379, -4.201, -4.301)  0.252
H (-4.442, -5.355, -3.341)  0.249
H (-3.952, -3.636, -3.447)  0.311
H (-4.463, -2.609, -1.216)  0.260
H (-5.938, -1.907, 0.397)  0.323
H (-5.749, -3.720, 0.689)  0.269
H (-7.116, -3.014, -0.191)  0.271
C (10.839, -1.649, -2.862)  -0.930
C (10.492, -1.298, -1.460)  0.678
O (10.924, -2.013, -0.502)  -0.681
N (9.797, -0.202, -1.233)  -0.194
C (9.602, 0.471, 0.010)  -0.823
H (10.855, -0.771, -3.508)  0.324
H (10.142, -2.446, -3.121)  0.237
H (11.863, -2.020, -2.912)  0.275
H (9.332, 0.286, -1.985)  0.230
H (9.568, 1.524, -0.268)  0.285
H (10.317, 0.151, 0.767)  0.323
H (8.634, 0.237, 0.454)  0.275
C (-8.385, 3.857, 4.823)  -0.953
C (-7.593, 4.322, 3.604)  0.628
O (-8.221, 4.675, 2.665)  -0.559
N (-6.233, 4.058, 3.566)  -0.248
C (-5.408, 4.210, 2.382)  -0.822
H (-8.956, 4.710, 5.188)  0.262
H (-7.675, 3.644, 5.623)  0.307
H (-9.130, 3.074, 4.679)  0.260
H (-5.848, 3.390, 4.218)  0.245
H (-4.395, 4.556, 2.586)  0.261
H (-5.911, 4.874, 1.679)  0.325
H (-5.381, 3.239, 1.888)  0.293
C (4.252, -5.486, 0.627)  -0.855
C (3.247, -6.407, 1.343)  0.655
O (3.585, -7.248, 2.178)  -0.656
N (2.027, -6.261, 0.839)  -0.180
C (0.850, -7.132, 1.164)  -0.880
H (3.672, -4.834, -0.027)  0.273
H (4.887, -6.120, 0.007)  0.219
H (4.950, -5.004, 1.312)  0.282
H (1.939, -5.391, 0.334)  0.206
H (-0.173, -6.802, 0.984)  0.341
H (0.815, -7.643, 2.126)  0.304
H (0.936, -7.979, 0.484)  0.291

The charge is -1. As for the relative energy (zero: lowest compared OMol25 entry of this formula, charge and spin): 0.00 kcal per mole. For the total energy, the calculation gives -61221.24266 eV. The spin multiplicity is 1.

=====

A molecular structure, C23H44As3N4O3SV. Source: the Open Molecules 2025 dataset; level of theory: ωB97M-V/def2-TZVPD.

Each line ends with the Löwdin spin population.
CARTESIAN COORDINATES (ANGSTROEM)
V (-0.219, -0.422, 0.702)  2.755
N (-2.428, -0.579, 0.993)  0.020
N (-2.975, 0.637, 0.516)  0.005
C (-2.121, 1.756, 0.506)  0.008
O (-2.556, 2.876, 0.563)  0.004
O (-0.861, 1.424, 0.413)  0.027
H (-2.855, -1.345, 0.476)  0.004
H (-2.663, -0.700, 1.981)  0.005
H (-3.925, 0.839, 0.802)  0.000
C (-0.678, -3.175, 3.460)  0.002
As (0.529, -2.423, 2.130)  0.045
C (2.095, -2.144, 3.242)  0.005
C (1.142, -4.015, 1.162)  0.012
C (0.332, -4.526, -0.041)  0.001
C (-1.154, -4.584, 0.311)  0.003
C (0.536, -3.686, -1.304)  0.008
As (-0.212, -1.880, -1.380)  0.032
C (-1.936, -2.176, -2.232)  0.002
C (0.799, -1.196, -2.885)  0.003
C (0.773, -5.976, -0.340)  0.001
As (2.548, -6.575, -1.020)  0.000
C (2.394, -6.047, -2.906)  0.000
C (3.830, -5.192, -0.473)  0.000
H (-0.201, -4.030, 3.942)  0.000
H (-1.613, -3.498, 3.007)  0.000
H (-0.892, -2.419, 4.218)  0.000
H (2.403, -3.094, 3.684)  0.000
H (1.852, -1.435, 4.034)  0.000
H (2.903, -1.734, 2.635)  0.000
H (1.199, -4.809, 1.919)  0.001
H (2.168, -3.788, 0.865)  0.000
H (-1.567, -3.594, 0.556)  0.002
H (-1.326, -5.229, 1.176)  0.000
H (-1.737, -4.981, -0.522)  0.000
H (0.104, -4.218, -2.161)  0.000
H (1.603, -3.569, -1.513)  0.000
H (-1.797, -2.761, -3.145)  0.000
H (-2.385, -1.214, -2.486)  0.000
H (-2.612, -2.719, -1.571)  0.000
H (0.750, -1.912, -3.708)  0.000
H (1.835, -1.039, -2.579)  0.000
H (0.376, -0.243, -3.206)  0.000
H (0.094, -6.396, -1.090)  0.000
H (0.610, -6.570, 0.565)  0.000
H (1.467, -6.448, -3.313)  0.000
H (3.220, -6.499, -3.451)  0.000
H (2.422, -4.970, -3.060)  0.000
H (3.971, -5.205, 0.607)  0.000
H (3.573, -4.186, -0.801)  0.000
H (4.780, -5.466, -0.933)  0.000
C (2.832, 6.079, 1.762)  0.000
C (2.659, 4.577, 1.610)  0.000
C (1.753, 4.265, 0.429)  0.001
N (1.511, 2.832, 0.292)  0.004
C (2.357, 1.894, -0.044)  0.011
S (2.162, 0.218, 0.337)  0.031
N (3.496, 2.207, -0.724)  0.003
C (3.740, 3.166, -1.739)  0.000
O (4.877, 3.496, -1.943)  0.001
C (2.586, 3.600, -2.576)  0.000
C (2.687, 4.832, -3.215)  0.000
C (1.642, 5.278, -4.008)  0.000
C (0.511, 4.493, -4.171)  0.000
C (0.421, 3.253, -3.557)  0.000
C (1.459, 2.801, -2.760)  0.000
H (3.480, 6.319, 2.602)  0.000
H (1.875, 6.572, 1.932)  0.000
H (3.276, 6.517, 0.870)  0.000
H (2.234, 4.145, 2.518)  0.000
H (3.631, 4.101, 1.458)  0.000
H (2.154, 4.676, -0.501)  0.000
H (0.764, 4.710, 0.555)  0.000
H (0.599, 2.494, 0.604)  0.001
H (4.273, 1.570, -0.602)  0.000
H (3.579, 5.425, -3.080)  0.000
H (1.709, 6.237, -4.500)  0.000
H (-0.303, 4.848, -4.787)  0.000
H (-0.458, 2.642, -3.694)  0.000
H (1.384, 1.828, -2.296)  0.000

The charge is +1. As for the relative energy (zero: lowest compared OMol25 entry of this formula, charge and spin): 0.00 kcal per mole. For the total energy, the calculation gives -255703.44048 eV. The spin multiplicity is 4.